1.
The molecule C2H3N3S in a non-equilibrium geometry, computed with wB97M-V/def2-TZVPD.

```
9
Properties=species:S:1:pos:R:3
S -2.1046 -0.0023 -0.1779
N 1.7561 0.6302 -0.0794
N -0.3830 0.0695 -0.2145
N 1.6708 -0.7719 -0.0856
C 0.5430 1.0681 -0.1507
C 0.4109 -1.0479 -0.1622
H -2.1996 -0.0120 1.1734
H 0.0285 -2.0505 -0.1518
H 0.2778 2.1169 -0.1512
```

## Properties
SMILES string: Sn1cnnc1
Max |F| in hartree/bohr: 0.02947
Relative energy (zero: lowest compared OMol25 entry of this formula, charge and spin) in kJ/mol: 92.40
HOMO-LUMO gap in eV: 10.5
Calculated total energy in Ha: -640.424524

Results of the Mulliken charge analysis, in e, for atoms 1 through 4: -0.098 -0.361 -0.101 -0.389

---

2.
A structure of composition C24H28FIN2O3PdSi, computed with wB97M-V/def2-TZVPD.

```
61
Properties=species:S:1:pos:R:3
I 3.5744 -5.6989 0.6663
Pd -0.4600 0.3247 0.3616
Si -3.7504 0.8404 -0.2304
F -0.6816 -2.1705 -1.3530
O 2.4832 0.2619 -0.4726
O 0.9011 -0.6292 4.7267
O 0.0547 0.1070 2.7728
N -2.7088 -0.4282 -0.5995
N 0.6372 2.8312 -0.1755
C 1.7020 3.6403 -0.1163
C -2.8301 -1.7560 -0.3970
C -0.7049 4.5896 0.7580
C 0.7055 -0.6909 3.4928
C 1.2697 -2.0879 1.4181
C -2.9876 -4.6239 -0.0395
C -4.0312 -3.7939 0.3422
C 0.3960 5.4262 0.8105
C 3.7084 2.1642 0.4325
C 2.0817 -2.8163 3.5501
C -3.5123 1.5136 1.5227
C 2.7104 -3.9048 2.9559
C -5.6257 0.5381 -0.4257
C 3.0155 3.0804 -0.5901
C 2.6033 -4.0528 1.5807
C 1.8929 -3.1645 0.7952
C -3.4424 2.2070 -1.5141
C 1.3599 -1.8982 2.7909
C 1.6159 4.9459 0.3668
C -1.8018 -2.6700 -0.7786
C -1.8559 -4.0298 -0.6066
C 2.9419 0.8672 0.7186
C -3.9576 -2.4170 0.1729
C -0.5362 3.3067 0.2563
H -4.1600 2.1124 -2.3381
H 0.7019 -1.3678 0.8244
H 2.5032 5.5690 0.3952
H 3.8540 2.7041 1.3749
H 1.8169 -3.2925 -0.2767
H -1.6807 4.9160 1.0951
H -1.3616 2.6091 0.1994
H -1.0025 -4.6278 -0.9076
H 3.6174 0.1661 1.2180
H 4.6998 1.9167 0.0379
H -3.5235 2.6092 1.5792
H -4.9191 -4.2271 0.7931
H 1.5030 0.4011 -0.5093
H -5.8074 -0.0386 -1.3412
H 2.1102 1.0519 1.4012
H -4.2896 1.1401 2.2004
H 3.2692 -4.6154 3.5508
H -3.0373 -5.6957 0.1085
H -6.1634 1.4908 -0.5131
H 3.6849 3.9078 -0.8407
H -2.4353 2.1102 -1.9297
H -2.5464 1.1629 1.9020
H -4.7812 -1.7973 0.5053
H 2.8336 2.4946 -1.4911
H -3.5483 3.2181 -1.0963
H 0.3071 6.4377 1.1898
H -6.0614 -0.0171 0.4120
H 2.1372 -2.6534 4.6185
```

## Properties
Max |F| in hartree/bohr: 0.01519
Relative energy (zero: lowest compared OMol25 entry of this formula, charge and spin) in kJ/mol: 126.39
HOMO-LUMO gap in eV: 4.4
Net charge: -2
Calculated total energy in Ha: -2081.564528

Results of the Mulliken charge analysis, in e, for atoms 1 through 4: -0.072 -0.581 0.242 -0.358

---

3.
The molecule C4H7NS2 in a non-equilibrium geometry, computed with wB97M-V/def2-TZVPD.

```
14
Properties=species:S:1:pos:R:3
S 0.5251 -1.6625 1.6776
S 1.7331 -0.2812 -1.4853
N 0.3346 -1.0188 -1.1359
C -0.5742 0.6956 0.6141
C -0.1243 -0.0188 1.5952
C 0.2756 -1.9677 -0.1833
C -0.7775 1.9742 -0.1005
H 0.9352 -2.8383 -0.2426
H -1.7228 2.2485 -0.0867
H -0.2211 2.7612 0.4068
H 1.0539 0.5799 -2.4548
H -0.6920 -2.4202 -0.2953
H -0.4268 0.2408 2.6958
H -0.3188 1.7071 -1.0052
```

## Properties
Max |F| in hartree/bohr: 0.09833
Relative energy (zero: lowest compared OMol25 entry of this formula, charge and spin) in kJ/mol: 218.75
<S²>: 2.020
HOMO-LUMO gap (spin up / spin down) in eV: 7.4 / 6.8
2S+1: 3
Calculated total energy in Ha: -1007.514678

Results of the Mulliken charge analysis, in e, for atoms 1 through 4: -0.077 -0.010 -0.304 -0.093

---

4.
The molecule C4H10N2O in a non-equilibrium geometry, computed with wB97M-V/def2-TZVPD.

```
17
Properties=species:S:1:pos:R:3
O -0.5502 0.3675 -1.8152
N -2.2240 -0.8410 -1.1670
N -0.1459 -1.0170 -0.0049
C 0.8676 -0.1552 0.7177
C 1.8531 0.5807 -0.2990
C -0.0427 0.7778 1.5084
C -0.8585 -0.4622 -0.9956
H 2.6210 1.0445 0.2552
H -0.6808 1.2935 0.7637
H 1.5202 -0.6802 1.3913
H -2.5969 -1.7090 -0.9928
H 0.3854 1.5070 2.1874
H -0.9537 0.3526 2.0178
H 1.3131 1.3867 -0.8551
H -0.2783 -1.8697 0.3543
H -2.4815 -0.3936 -2.0645
H 2.2522 -0.1824 -1.0018
```

## Properties
SMILES string: CC(C)NC(N)=O
Max |F| in hartree/bohr: 0.09670
Relative energy (zero: lowest compared OMol25 entry of this formula, charge and spin) in kJ/mol: 145.09
HOMO-LUMO gap in eV: 10.5
Calculated total energy in Ha: -343.146200

Results of the Mulliken charge analysis, in e, for atoms 1 through 4: -0.596 -0.506 -0.171 0.218